## P
The molecule CHBrS. Source: OMol25; level of theory: wB97M-V/def2-TZVPD.

Positions of all 4 atoms, in Å:
Br: 1.25 1.15 -0.15
S: -0.09 -1.66 -0.14
C: -0.07 -0.07 -0.13
H: -1.10 0.59 0.42

Calculated values
- frontier orbital gap (eV) = 8.475
- charge = 0
- SMILES string = S=CBr
- highest occupied orbital energy (eV) = -9.24
- LUMO level (eV) = -0.77

natural (NBO) charges in e: number 1, Br, carries 0.174; number 2, S, carries 0.152; number 3, C, carries -0.540; number 4, H, carries 0.214

## Q
A cluster of 2 separate species, CHBrS in total. Source: OMol25; level of theory: wB97M-V/def2-TZVPD.

Positions of all 4 atoms, in Å:
Br: 0.35 0.47 2.24
S: -1.16 -0.38 -1.58
C: 0.17 -0.04 -0.92
H: 0.64 -0.04 0.26

Calculated values
- frontier orbital gap (eV) = 6.393
- charge = 0
- highest occupied orbital energy (eV) = -9.13
- LUMO level (eV) = -2.74

natural (NBO) charges in e: number 1, Br, carries -0.525; number 2, S, carries 0.456; number 3, C, carries -0.205; number 4, H, carries 0.275

Of them, the most stable is P and the least stable is Q.

## P
The molecule ClH2O3PS. Source: OMol25; level of theory: wB97M-V/def2-TZVPD.

Positions of all 8 atoms, in Å:
Cl: -2.19 0.45 0.43
S: -0.81 -1.30 -2.26
P: -0.47 -0.18 -0.44
O: 0.79 -0.19 1.76
O: 0.42 1.07 -0.74
O: 0.38 -0.93 0.62
H: 0.27 1.59 -1.60
H: 1.61 -0.51 2.22

Calculated values
- frontier orbital gap (eV) = 8.587
- charge = 0
- SMILES string = OO[P@@](O)(=S)Cl
- highest occupied orbital energy (eV) = -8.85
- LUMO level (eV) = -0.27

natural (NBO) charges in e: number 1, Cl, carries -0.229; number 2, S, carries -0.570; number 3, P, carries 1.755; number 4, O, carries -0.436; number 5, O, carries -1.008; number 6, O, carries -0.560; number 7, H, carries 0.549; number 8, H, carries 0.499

## Q
A structure of composition ClH2O3PS. Source: OMol25; level of theory: wB97M-V/def2-TZVPD.

Positions of all 8 atoms, in Å:
Cl: 0.24 1.43 -1.37
S: 2.10 1.05 -2.00
P: -1.48 0.02 0.03
O: -0.75 -1.35 -0.38
O: -1.00 0.11 1.53
O: 0.43 0.46 1.85
H: -0.57 -1.53 -1.32
H: 1.03 -0.20 1.66

Calculated values
- frontier orbital gap (spin up / spin down) (eV) = 5.756 / 5.507
- charge = 0
- highest occupied orbital energy (spin up / spin down) (eV) = -8.00 / -7.88
- LUMO level (spin up / spin down) (eV) = -2.24 / -2.37

natural (NBO) charges in e: number 1, Cl, carries -0.138; number 2, S, carries -0.372; number 3, P, carries 1.486; number 4, O, carries -1.007; number 5, O, carries -0.592; number 6, O, carries -0.385; number 7, H, carries 0.535; number 8, H, carries 0.471

Of them, the most stable is P and the least stable is Q.

## P
A cluster of 3 separate species, C5H14N2S in total. Source: OMol25; level of theory: wB97M-V/def2-TZVPD.

Positions of all 22 atoms, in Å:
S: 0.39 0.75 -1.08
N: -1.36 2.24 3.21
N: -0.49 -0.93 1.59
C: -0.84 1.34 2.31
C: -1.06 0.00 2.43
C: 0.65 -1.67 -2.47
C: 1.95 -1.99 -1.72
C: 0.40 -0.18 -2.64
H: -1.66 -0.42 3.25
H: -0.54 -0.02 -3.18
H: 1.18 0.28 -3.27
H: -2.24 1.93 3.60
H: -0.21 1.75 1.51
H: -1.45 3.18 2.82
H: -1.43 -0.32 -0.74
H: 2.81 -1.50 -2.18
H: -1.14 -1.70 1.38
H: 2.15 -3.06 -1.71
H: 0.69 -2.12 -3.47
H: 1.88 -1.64 -0.69
H: -0.29 -0.51 0.64
H: -0.16 -2.16 -1.92

Calculated values
- frontier orbital gap (spin up / spin down) (eV) = 7.718 / 6.573
- charge = +1
- highest occupied orbital energy (spin up / spin down) (eV) = -13.00 / -12.97
- LUMO level (spin up / spin down) (eV) = -5.28 / -6.40
- 2S+1 = 2

natural (NBO) charges in e: number 1, S, carries 0.046; number 2, N, carries -0.642; number 3, N, carries -0.674; number 4, C, carries 0.067; number 5, C, carries 0.059; number 6, C, carries -0.413; number 7, C, carries -0.614; number 8, C, carries -0.539; number 9, H, carries 0.227; number 10, H, carries 0.238; number 11, H, carries 0.247; number 12, H, carries 0.406; number 13, H, carries 0.237; number 14, H, carries 0.419; number 15, H, carries 0.045; number 16, H, carries 0.214; number 17, H, carries 0.407; number 18, H, carries 0.229; number 19, H, carries 0.230; number 20, H, carries 0.200; number 21, H, carries 0.412; number 22, H, carries 0.198

## Q
The ion C5H14N2S with charge +1. Source: OMol25; level of theory: wB97M-V/def2-TZVPD.

Positions of all 22 atoms, in Å:
S: -3.40 1.07 -2.30
N: 2.39 -1.33 0.19
N: 0.48 0.82 0.90
C: 1.20 -0.97 -0.66
C: 0.90 0.73 2.35
C: -2.22 0.60 -0.76
C: -0.84 0.06 -1.14
C: 0.00 -0.27 0.10
H: -3.13 0.19 -3.22
H: 1.50 -0.52 -1.64
H: -0.39 0.85 -1.83
H: 1.25 1.19 0.42
H: -0.96 -0.93 -1.56
H: 2.21 -1.70 1.01
H: 1.31 -0.25 2.52
H: 0.64 -1.86 -1.04
H: -2.08 1.54 -0.12
H: -2.78 -0.21 -0.20
H: 2.73 -0.44 0.40
H: 0.11 0.87 3.08
H: 1.47 1.56 2.63
H: -0.39 -0.99 0.86

Calculated values
- frontier orbital gap (spin up / spin down) (eV) = 9.434 / 4.355
- charge = +1
- highest occupied orbital energy (spin up / spin down) (eV) = -12.43 / -12.39
- LUMO level (spin up / spin down) (eV) = -2.99 / -8.04
- 2S+1 = 2

natural (NBO) charges in e: number 1, S, carries -0.033; number 2, N, carries -0.690; number 3, N, carries -0.250; number 4, C, carries -0.225; number 5, C, carries -0.457; number 6, C, carries -0.459; number 7, C, carries -0.422; number 8, C, carries -0.082; number 9, H, carries 0.128; number 10, H, carries 0.248; number 11, H, carries 0.256; number 12, H, carries 0.378; number 13, H, carries 0.237; number 14, H, carries 0.351; number 15, H, carries 0.231; number 16, H, carries 0.245; number 17, H, carries 0.232; number 18, H, carries 0.227; number 19, H, carries 0.337; number 20, H, carries 0.261; number 21, H, carries 0.249; number 22, H, carries 0.238

Of them, the most stable is P and the least stable is Q.

## P
A cluster of 5 separate species, CH14NO4 in total. Source: OMol25; level of theory: wB97M-V/def2-TZVPD.

Positions of all 20 atoms, in Å:
O: -1.15 0.80 -1.12
O: -1.02 3.09 -2.89
O: 0.45 -2.12 2.11
O: -3.18 -3.85 0.80
N: 1.43 0.51 0.62
C: 2.71 1.26 0.35
H: -0.54 3.91 -3.06
H: 3.43 0.71 -0.27
H: 0.66 0.41 -0.04
H: 2.39 2.07 -0.31
H: 1.19 -2.60 2.50
H: 0.99 0.64 1.54
H: 1.69 -0.48 0.71
H: -1.72 3.63 -2.46
H: -1.47 1.39 -1.82
H: -3.42 -4.77 0.67
H: -3.93 -3.41 1.20
H: -1.45 -0.05 -1.47
H: 3.15 1.49 1.30
H: -0.22 -2.63 1.65

Calculated values
- frontier orbital gap (eV) = 11.016
- charge = +1
- highest occupied orbital energy (eV) = -14.04
- LUMO level (eV) = -3.03

natural (NBO) charges in e: number 1, O, carries -0.982; number 2, O, carries -0.947; number 3, O, carries -1.000; number 4, O, carries -0.958; number 5, N, carries -0.696; number 6, C, carries -0.421; number 7, H, carries 0.481; number 8, H, carries 0.242; number 9, H, carries 0.478; number 10, H, carries 0.241; number 11, H, carries 0.497; number 12, H, carries 0.451; number 13, H, carries 0.445; number 14, H, carries 0.470; number 15, H, carries 0.509; number 16, H, carries 0.481; number 17, H, carries 0.478; number 18, H, carries 0.480; number 19, H, carries 0.241; number 20, H, carries 0.509

## Q
A cluster of 5 separate species, CH14NO4 in total. Source: OMol25; level of theory: wB97M-V/def2-TZVPD.

Positions of all 20 atoms, in Å:
O: -1.54 1.95 2.37
O: 1.09 1.51 1.68
O: -1.86 1.36 -1.14
O: 2.66 -1.21 -0.27
N: 0.02 -0.78 -0.87
C: -0.44 -2.17 -1.22
H: -1.03 -2.61 -0.43
H: 0.05 -0.72 0.18
H: 2.74 -1.11 0.69
H: -1.15 -2.14 -2.05
H: 1.85 2.07 1.48
H: 0.68 1.88 2.48
H: 0.99 -0.56 -1.00
H: -0.73 -0.06 -0.92
H: -1.62 1.03 2.66
H: -1.67 2.32 -1.06
H: 3.49 -1.41 -0.72
H: 0.43 -2.69 -1.62
H: -1.58 1.38 -2.08
H: -2.37 1.96 1.86

Calculated values
- frontier orbital gap (eV) = 11.306
- charge = +1
- highest occupied orbital energy (eV) = -14.43
- LUMO level (eV) = -3.12

natural (NBO) charges in e: number 1, O, carries -0.935; number 2, O, carries -0.978; number 3, O, carries -0.939; number 4, O, carries -0.997; number 5, N, carries -0.721; number 6, C, carries -0.428; number 7, H, carries 0.237; number 8, H, carries 0.438; number 9, H, carries 0.507; number 10, H, carries 0.230; number 11, H, carries 0.480; number 12, H, carries 0.498; number 13, H, carries 0.475; number 14, H, carries 0.468; number 15, H, carries 0.463; number 16, H, carries 0.499; number 17, H, carries 0.510; number 18, H, carries 0.245; number 19, H, carries 0.475; number 20, H, carries 0.474

Of them, the most stable is P and the least stable is Q.

## P
A cluster of 6 separate species, C7H23NO5 in total. Source: OMol25; level of theory: wB97M-V/def2-TZVPD.

Positions of all 36 atoms, in Å:
O: 1.73 0.65 2.53
O: 2.00 -2.84 0.81
O: -1.51 -2.00 1.88
O: -3.11 -1.46 -2.32
O: 1.21 3.46 0.80
N: 1.34 -1.97 -2.31
C: 2.02 0.90 -1.93
C: -2.36 1.18 2.28
C: -1.02 0.63 0.25
C: -0.25 1.24 -0.91
C: -1.24 1.45 1.28
C: 0.74 0.24 -1.51
C: 0.43 -1.03 -1.72
H: 2.23 1.91 -1.60
H: -2.27 1.77 3.18
H: 1.62 -1.98 1.03
H: -3.41 1.12 1.95
H: 1.23 3.69 1.72
H: -1.38 -0.37 0.11
H: 0.73 -2.63 -2.78
H: 0.64 4.02 0.29
H: 2.02 -1.56 -2.94
H: -0.50 -1.51 -1.45
H: 0.25 2.16 -0.60
H: -2.76 -0.69 -2.78
H: -1.11 1.61 -1.51
H: 0.78 0.45 2.53
H: 1.69 1.22 1.75
H: 2.13 -2.75 -0.15
H: 2.03 0.97 -3.03
H: -3.57 -1.10 -1.56
H: 2.95 0.31 -1.85
H: -0.58 -2.02 1.71
H: -0.76 2.39 1.47
H: -2.23 0.14 2.64
H: -1.72 -2.76 2.45

Calculated values
- frontier orbital gap (eV) = 8.667
- charge = 0
- SMILES string = C/C=C/C/C(C)=C/N.O.O.O.O.O
- highest occupied orbital energy (eV) = -8.28
- LUMO level (eV) = 0.38

natural (NBO) charges in e: number 1, O, carries -0.938; number 2, O, carries -0.950; number 3, O, carries -0.952; number 4, O, carries -0.936; number 5, O, carries -0.957; number 6, N, carries -0.847; number 7, C, carries -0.660; number 8, C, carries -0.678; number 9, C, carries -0.177; number 10, C, carries -0.452; number 11, C, carries -0.224; number 12, C, carries -0.079; number 13, C, carries -0.033; number 14, H, carries 0.231; number 15, H, carries 0.204; number 16, H, carries 0.463; number 17, H, carries 0.217; number 18, H, carries 0.488; number 19, H, carries 0.216; number 20, H, carries 0.376; number 21, H, carries 0.482; number 22, H, carries 0.372; number 23, H, carries 0.210; number 24, H, carries 0.223; number 25, H, carries 0.469; number 26, H, carries 0.206; number 27, H, carries 0.468; number 28, H, carries 0.471; number 29, H, carries 0.485; number 30, H, carries 0.212; number 31, H, carries 0.471; number 32, H, carries 0.220; number 33, H, carries 0.476; number 34, H, carries 0.200; number 35, H, carries 0.242; number 36, H, carries 0.481

## Q
A cluster of 6 separate species, C7H23NO5 in total. Source: OMol25; level of theory: wB97M-V/def2-TZVPD.

Positions of all 36 atoms, in Å:
O: 2.23 -2.42 -0.48
O: -0.28 -2.78 -1.73
O: 3.11 0.74 1.43
O: -0.62 0.82 4.34
O: 2.27 0.47 -4.36
N: -2.87 -0.52 1.30
C: -1.38 2.36 -1.82
C: -0.40 -0.95 1.95
C: -0.60 0.84 -0.05
C: -0.93 2.18 -3.05
C: -1.77 -1.46 1.42
C: -0.66 2.10 -0.52
C: 0.11 0.35 1.18
H: -2.04 -2.27 2.06
H: 2.75 -0.14 -3.72
H: -1.55 -1.99 0.47
H: -1.37 2.38 -3.99
H: 1.15 0.00 0.98
H: -0.89 -3.41 -1.29
H: 0.17 1.01 4.90
H: 4.07 0.96 1.31
H: -0.79 -1.96 -1.63
H: 0.03 1.70 -3.25
H: -0.26 2.95 -0.01
H: 0.47 1.01 1.92
H: 3.05 0.00 0.81
H: -0.35 -0.74 3.02
H: 2.50 -2.84 -1.32
H: 1.30 -2.12 -0.60
H: -2.79 0.26 0.69
H: -2.44 2.52 -1.53
H: -3.38 -0.28 2.18
H: -0.86 0.05 -0.75
H: -0.96 -0.04 4.60
H: 2.32 1.40 -3.97
H: 0.39 -1.74 2.01

Calculated values
- frontier orbital gap (eV) = 9.039
- charge = 0
- SMILES string = C=C/C=C/CCCN.O.O.O.O.O
- highest occupied orbital energy (eV) = -8.65
- LUMO level (eV) = 0.38

natural (NBO) charges in e: number 1, O, carries -0.974; number 2, O, carries -0.939; number 3, O, carries -0.942; number 4, O, carries -0.938; number 5, O, carries -0.950; number 6, N, carries -0.867; number 7, C, carries -0.205; number 8, C, carries -0.415; number 9, C, carries -0.183; number 10, C, carries -0.390; number 11, C, carries -0.217; number 12, C, carries -0.225; number 13, C, carries -0.486; number 14, H, carries 0.196; number 15, H, carries 0.476; number 16, H, carries 0.153; number 17, H, carries 0.202; number 18, H, carries 0.231; number 19, H, carries 0.478; number 20, H, carries 0.478; number 21, H, carries 0.468; number 22, H, carries 0.473; number 23, H, carries 0.191; number 24, H, carries 0.216; number 25, H, carries 0.244; number 26, H, carries 0.477; number 27, H, carries 0.208; number 28, H, carries 0.474; number 29, H, carries 0.493; number 30, H, carries 0.377; number 31, H, carries 0.203; number 32, H, carries 0.371; number 33, H, carries 0.172; number 34, H, carries 0.470; number 35, H, carries 0.476; number 36, H, carries 0.202

Of them, the most stable is P and the least stable is Q.